Entry 1:
7 unconnected molecules or ions with the total composition C28H56O21. Source: the Open Molecules 2025 dataset; level of theory: the ωB97M-V functional and the def2-TZVPD basis.

```
105
C28H56O21 (the ωB97M-V functional and the def2-TZVPD basis)
C -6.26 -3.65 1.17
C -7.58 -3.82 1.80
O -8.42 -4.47 0.89
C -9.59 -4.96 1.27
O -10.10 -4.78 2.40
O -10.14 -5.61 0.10
C -11.39 -6.20 0.13
H -5.83 -4.54 0.71
H -5.62 -3.28 1.98
H -6.26 -2.93 0.35
H -7.96 -2.81 1.92
H -7.46 -4.35 2.75
H -11.49 -6.70 -0.83
H -12.17 -5.45 0.24
H -11.56 -6.95 0.90
C 4.12 3.82 -0.08
C 4.66 2.82 0.90
O 3.68 2.02 1.51
C 3.95 0.87 2.08
O 5.10 0.49 2.44
O 2.87 0.11 2.23
C 3.04 -1.26 2.51
H 4.94 4.22 -0.67
H 3.68 4.69 0.42
H 3.43 3.45 -0.83
H 5.15 3.34 1.72
H 5.47 2.21 0.50
H 2.18 -1.84 2.19
H 3.34 -1.38 3.56
H 3.85 -1.68 1.92
C -0.58 0.16 6.03
C -1.84 -0.31 5.22
O -2.20 0.75 4.30
C -3.03 0.50 3.35
O -3.57 -0.61 3.23
O -3.08 1.54 2.52
C -4.01 1.51 1.40
H -0.75 1.04 6.65
H 0.16 0.53 5.32
H -0.24 -0.65 6.67
H -2.65 -0.65 5.87
H -1.56 -1.21 4.67
H -3.53 1.76 0.46
H -4.61 2.40 1.62
H -4.63 0.63 1.22
C 4.94 3.17 -5.77
C 6.19 2.51 -5.14
O 6.11 2.09 -3.75
C 5.12 1.26 -3.32
O 4.22 0.72 -3.95
O 5.40 1.03 -2.03
C 5.02 -0.16 -1.45
H 4.44 3.70 -4.96
H 4.17 2.46 -6.07
H 5.27 3.84 -6.56
H 7.06 3.16 -5.17
H 6.61 1.73 -5.78
H 4.14 -0.62 -1.90
H 4.95 0.03 -0.38
H 5.86 -0.84 -1.62
C 6.35 -3.13 -4.13
C 4.81 -2.80 -3.90
O 4.24 -3.49 -2.79
C 3.04 -3.19 -2.51
O 2.32 -2.42 -3.19
O 2.75 -3.85 -1.41
C 1.40 -4.03 -0.74
H 6.75 -2.47 -4.90
H 6.52 -4.13 -4.52
H 6.99 -3.06 -3.25
H 4.25 -3.07 -4.80
H 4.73 -1.72 -3.79
H 1.39 -4.59 0.20
H 0.77 -4.48 -1.51
H 0.95 -3.05 -0.66
C -3.14 -1.87 0.26
C -1.65 -1.50 0.51
O -1.21 -0.87 -0.61
C 0.07 -0.30 -0.77
O 0.88 -0.21 0.11
O 0.31 0.13 -2.01
C 1.48 0.79 -2.44
H -3.64 -2.20 1.17
H -3.23 -2.66 -0.49
H -3.68 -1.02 -0.15
H -1.03 -2.39 0.66
H -1.54 -0.96 1.45
H 2.46 0.49 -2.06
H 1.36 1.86 -2.26
H 1.69 0.76 -3.51
C -2.80 6.47 1.90
C -1.68 7.01 1.01
O -0.51 6.06 1.02
C -0.63 4.82 0.40
O -1.53 4.47 -0.30
O 0.30 4.04 1.03
C 0.47 2.71 0.70
H -2.59 6.63 2.96
H -2.95 5.40 1.81
H -3.76 6.90 1.63
H -1.32 8.01 1.26
H -2.09 7.20 0.02
H 0.63 2.56 -0.37
H -0.29 1.96 0.91
H 1.37 2.34 1.18
```

E_LUMO, eV: 0.58
SMILES string: CCOC(=O)OC.CCOC(=O)OC.CCOC(=O)OC.CCOC(=O)OC.CCOC(=O)OC.CCOC(=O)OC.CCOC(=O)OC
2S+1: 1
Net charge: 0
Kohn-Sham gap, eV: 11.014
HOMO energy, eV: -10.44



Entry 2:
A molecular structure, C4H5N3. Source: the Open Molecules 2025 dataset; level of theory: the ωB97M-V functional and the def2-TZVPD basis.

```
12
C4H5N3 (the ωB97M-V functional and the def2-TZVPD basis)
N 2.57 -0.34 0.11
C 0.69 -0.17 0.00
N 0.66 -1.38 0.11
C -1.24 -0.94 0.26
C -1.86 0.25 0.17
C -0.94 1.35 -0.08
N 0.33 1.12 -0.16
H 2.69 0.41 -0.56
H 2.95 -1.19 -0.34
H -1.66 -1.91 0.45
H -2.93 0.42 0.25
H -1.26 2.39 -0.19
```

E_LUMO, eV: -0.76
2S+1: 1
Net charge: 0
Kohn-Sham gap, eV: 7.361
HOMO energy, eV: -8.12



Entry 3:
C7H10 in the gas phase. Source: the Open Molecules 2025 dataset; level of theory: the ωB97M-V functional and the def2-TZVPD basis.

```
17
C7H10 (the ωB97M-V functional and the def2-TZVPD basis)
C 0.31 1.09 1.10
C 1.03 1.10 -0.28
C 1.02 -0.46 -0.32
C 0.33 -0.45 1.07
C -0.91 -1.09 0.42
C -1.37 -0.30 -0.92
C -0.21 -1.17 -0.93
H 0.89 1.54 1.91
H -0.70 1.50 1.12
H 0.52 1.62 -1.10
H 2.05 1.50 -0.21
H 1.97 -0.95 -0.52
H 0.81 -0.96 1.91
H -1.96 -1.00 0.65
H -2.27 -0.75 -1.34
H -1.36 0.78 -0.94
H -0.16 -2.01 -1.62
```

E_LUMO, eV: 1.20
SMILES string: C1C[C@H]2[C@@H]1[C@H]1C[C@@H]21
2S+1: 1
Net charge: 0
Kohn-Sham gap, eV: 9.748
HOMO energy, eV: -8.55



Entry 4:
A molecular structure, C5H10O3Sc. Source: the Open Molecules 2025 dataset; level of theory: the ωB97M-V functional and the def2-TZVPD basis.

```
19
C5H10O3Sc (the ωB97M-V functional and the def2-TZVPD basis)
C -0.41 1.77 -0.45
O -1.62 0.96 -0.49
C -1.86 0.09 0.58
C -1.65 -1.36 0.19
O -0.28 -1.60 -0.13
C 0.04 -2.98 -0.30
H -0.51 2.47 -1.30
H -0.38 2.27 0.54
H -2.90 0.20 0.90
H -1.20 0.32 1.44
H -2.28 -1.64 -0.67
H -1.93 -2.00 1.04
H 1.11 -3.04 -0.52
H -0.17 -3.53 0.63
H -0.56 -3.40 -1.11
Sc 0.92 -0.03 -0.82
O 2.27 0.53 0.70
C 2.24 1.51 -0.16
H 2.83 2.41 0.15
```

E_LUMO, eV: -4.74
2S+1: 1
Net charge: +1
Kohn-Sham gap, eV: 7.164
HOMO energy, eV: -11.91



Entry 5:
A molecular structure, C20H16F3IN3O2Pd. Source: the Open Molecules 2025 dataset; level of theory: the ωB97M-V functional and the def2-TZVPD basis.

```
46
C20H16F3IN3O2Pd (the ωB97M-V functional and the def2-TZVPD basis)
Pd 0.89 1.24 -1.98
C 3.88 -1.95 0.18
C 2.46 -1.86 0.60
N 2.08 -2.38 1.74
C 0.80 -2.29 2.09
C -0.23 -1.74 1.29
C -1.64 -1.74 1.82
O -2.22 -0.45 1.78
C 0.11 -1.18 0.07
C -0.97 -0.77 -0.84
N -0.82 -0.06 -1.89
C -1.94 0.12 -2.75
C -2.87 -0.90 -2.95
C -3.95 -0.72 -3.79
C -4.13 0.48 -4.45
C -3.20 1.50 -4.28
C -2.11 1.31 -3.45
I -0.73 2.88 -3.32
C 1.52 -1.14 -0.27
O 2.00 -0.50 -1.23
H 4.43 -2.55 0.90
H 4.32 -0.95 0.12
H 3.96 -2.37 -0.82
H 0.54 -2.69 3.07
H -1.65 -2.15 2.84
H -2.28 -2.40 1.22
H -1.89 0.06 2.52
H -1.96 -1.13 -0.57
H -2.71 -1.86 -2.48
H -4.65 -1.53 -3.93
H -4.97 0.63 -5.11
H -3.33 2.44 -4.81
F 0.14 0.27 3.86
C 1.20 1.13 3.89
F 2.23 0.47 4.41
F 0.87 2.12 4.72
C 1.48 1.64 2.50
C 2.67 1.37 1.85
C 2.82 1.80 0.54
N 1.86 2.44 -0.13
C 0.74 2.75 0.53
C 0.50 2.37 1.84
H 3.47 0.83 2.35
H 3.73 1.59 -0.01
H -0.01 3.31 -0.02
H -0.43 2.63 2.33
```

E_LUMO (spin up / spin down), eV: -3.86 / -5.95
2S+1: 3
Expectation value of S²: 2.0432
Net charge: +1
Kohn-Sham gap (spin up / spin down), eV: 7.555 / 6.017
HOMO energy (spin up / spin down), eV: -11.41 / -11.97



Entry 6:
A molecular structure, C28H24N6O3RuS. Source: the Open Molecules 2025 dataset; level of theory: the ωB97M-V functional and the def2-TZVPD basis.

```
63
C28H24N6O3RuS (the ωB97M-V functional and the def2-TZVPD basis)
Ru -0.89 -0.71 -0.44
O -2.07 -1.31 -1.92
C -3.37 -1.11 -2.02
C -4.05 -1.76 -3.07
C -5.39 -1.59 -3.26
C -6.15 -0.76 -2.41
C -5.51 -0.13 -1.38
C -4.12 -0.29 -1.16
C -3.56 0.42 -0.05
N -2.33 0.38 0.33
N -1.95 1.24 1.38
C -0.73 0.98 1.74
O -0.03 -0.02 1.27
C -0.07 1.91 2.69
C 1.14 1.55 3.27
C 1.80 2.44 4.10
C 1.26 3.69 4.36
C 0.04 4.05 3.79
C -0.63 3.16 2.96
H -3.46 -2.39 -3.73
H -5.89 -2.10 -4.08
H -7.21 -0.64 -2.56
H -6.07 0.51 -0.70
H -4.20 1.08 0.52
H 1.56 0.58 3.05
H 2.74 2.16 4.55
H 1.78 4.39 5.00
H -0.39 5.02 3.99
H -1.58 3.42 2.52
N 3.18 -2.16 -0.60
C 4.18 -1.14 -0.51
C 5.49 -1.50 -0.26
C 6.47 -0.51 -0.15
C 6.12 0.81 -0.29
C 4.79 1.16 -0.54
C 3.83 0.18 -0.66
S 2.16 0.70 -1.04
N 1.30 -0.79 -0.91
C 1.86 -1.90 -0.67
C 0.94 -3.07 -0.42
C 1.33 -4.38 -0.29
C 0.37 -5.36 -0.06
C -0.96 -4.99 0.02
C -1.28 -3.65 -0.13
N -0.34 -2.72 -0.33
H 3.48 -3.10 -0.45
H 5.75 -2.55 -0.15
H 7.49 -0.79 0.03
H 6.87 1.59 -0.20
H 4.51 2.20 -0.64
H 2.37 -4.67 -0.37
H 0.66 -6.39 0.05
H -1.74 -5.71 0.19
H -2.31 -3.31 -0.11
C 0.16 3.57 -0.87
C -0.84 2.52 -1.26
N -2.10 2.91 -1.44
O -0.50 1.34 -1.43
H -0.20 4.58 -1.05
H 1.09 3.41 -1.42
H 0.37 3.46 0.20
H -2.38 3.87 -1.29
H -2.80 2.23 -1.69
```

E_LUMO (spin up / spin down), eV: -3.37 / -3.76
2S+1: 2
Expectation value of S²: 0.7579
Net charge: +1
Kohn-Sham gap (spin up / spin down), eV: 6.919 / 6.468
HOMO energy (spin up / spin down), eV: -10.29 / -10.23



Entry 7:
C3H8N2O2 in the gas phase. Source: the Open Molecules 2025 dataset; level of theory: the ωB97M-V functional and the def2-TZVPD basis.

```
15
C3H8N2O2 (the ωB97M-V functional and the def2-TZVPD basis)
N -1.62 -1.79 -0.30
C -0.32 -1.31 -0.25
O 0.55 -1.86 0.38
N -0.14 -0.11 -0.92
C 0.98 0.75 -0.55
C 0.74 1.52 0.76
O 0.34 0.72 1.85
H -1.69 -2.73 0.05
H -2.18 -1.60 -1.12
H -0.96 0.34 -1.29
H 1.12 1.48 -1.36
H 1.87 0.13 -0.48
H 0.02 2.33 0.59
H 1.68 1.98 1.07
H -0.39 0.15 1.56
```

E_LUMO, eV: 0.67
SMILES string: NC(=O)NCCO
2S+1: 1
Net charge: 0
Kohn-Sham gap, eV: 10.257
HOMO energy, eV: -9.59



Entry 8:
A molecular structure, C58H58N4O2PS3Sn. Source: the Open Molecules 2025 dataset; level of theory: the ωB97M-V functional and the def2-TZVPD basis.

```
127
C58H58N4O2PS3Sn (the ωB97M-V functional and the def2-TZVPD basis)
Sn 0.08 -0.56 -1.11
C -1.84 -5.52 5.19
C -2.02 -4.44 4.15
C -1.73 -4.71 2.82
C -1.91 -3.74 1.84
C -2.40 -2.50 2.21
C -2.69 -2.21 3.54
C -2.50 -3.18 4.50
S -2.55 -1.18 1.02
O -1.93 -1.70 -0.26
C -4.32 -1.15 0.70
C -5.28 -1.90 1.41
C -6.61 -1.67 1.22
C -7.05 -0.67 0.32
C -8.43 -0.39 0.14
C -8.83 0.59 -0.71
C -7.88 1.34 -1.44
C -6.55 1.08 -1.29
C -6.09 0.07 -0.41
C -4.71 -0.18 -0.20
C -3.70 0.54 -1.03
C -3.51 0.09 -2.38
C -4.16 -1.07 -2.88
C -3.96 -1.48 -4.17
C -3.09 -0.77 -5.02
C -2.45 0.35 -4.57
C -2.64 0.80 -3.24
C -1.97 1.95 -2.75
C -2.11 2.33 -1.45
C -2.99 1.63 -0.59
S -3.06 2.26 1.11
O -4.09 1.52 1.87
C -3.77 3.86 0.70
C -5.13 3.97 0.48
C -5.66 5.21 0.14
C -4.84 6.33 0.01
C -5.41 7.67 -0.35
C -3.47 6.20 0.26
C -2.93 4.97 0.61
H -2.58 -6.31 5.04
H -1.98 -5.12 6.20
H -0.85 -5.97 5.12
H -1.36 -5.69 2.54
H -1.68 -3.93 0.80
H -3.07 -1.23 3.80
H -2.74 -2.97 5.54
H -4.96 -2.68 2.09
H -7.34 -2.26 1.76
H -9.15 -0.98 0.70
H -9.89 0.79 -0.85
H -8.21 2.11 -2.12
H -5.82 1.66 -1.85
H -4.81 -1.63 -2.23
H -4.46 -2.36 -4.53
H -2.94 -1.11 -6.04
H -1.77 0.89 -5.21
H -1.36 2.53 -3.43
H -1.58 3.20 -1.08
H -5.76 3.10 0.59
H -6.72 5.30 -0.03
H -6.44 7.58 -0.71
H -4.81 8.15 -1.12
H -5.42 8.33 0.52
H -2.83 7.07 0.20
H -1.88 4.87 0.83
C 2.11 -1.01 5.42
C 0.71 -1.23 4.86
N 0.40 -0.39 3.71
C -0.02 0.97 4.01
C -1.50 1.10 4.33
C 0.53 -0.82 2.44
C 1.21 -2.14 2.19
N 0.13 -0.15 1.40
H 2.27 -1.64 6.30
H 2.24 0.03 5.73
H 2.87 -1.24 4.68
H -0.03 -1.01 5.64
H 0.57 -2.28 4.59
H 0.25 1.62 3.18
H 0.57 1.31 4.87
H -2.12 0.88 3.45
H -1.73 2.12 4.63
H -1.79 0.44 5.14
H 2.19 -2.18 2.68
H 1.34 -2.28 1.12
H 0.61 -2.97 2.58
H -0.35 0.71 1.63
C 2.17 -2.72 -7.01
C 1.57 -2.00 -5.85
C 0.88 -0.80 -6.02
C 0.37 -0.20 -4.89
N 0.51 -0.73 -3.68
C 1.19 -1.89 -3.61
S 1.34 -2.59 -2.01
N 1.73 -2.53 -4.64
H 1.40 -2.91 -7.77
H 2.60 -3.66 -6.69
H 2.93 -2.11 -7.49
H 0.75 -0.35 -7.00
H -0.17 0.74 -4.94
C 4.50 -0.64 -0.43
P 2.93 0.30 -0.52
C 2.97 1.01 -2.21
C 2.11 2.07 -2.50
C 2.09 2.63 -3.76
C 2.88 2.10 -4.77
C 3.69 1.01 -4.51
C 3.75 0.47 -3.23
C 3.36 1.76 0.52
C 3.85 2.96 0.02
C 4.15 4.01 0.88
C 3.95 3.86 2.25
C 3.48 2.66 2.76
C 3.18 1.62 1.90
H 5.32 -0.06 -0.84
H 4.40 -1.58 -0.96
H 4.71 -0.85 0.62
H 1.49 2.48 -1.71
H 1.45 3.48 -3.97
H 2.86 2.54 -5.76
H 4.30 0.58 -5.30
H 4.40 -0.38 -3.03
H 4.02 3.08 -1.04
H 4.53 4.93 0.48
H 4.18 4.68 2.92
H 3.34 2.55 3.83
H 2.82 0.67 2.29
```

E_LUMO, eV: -1.91
2S+1: 1
Net charge: +1
Kohn-Sham gap, eV: 7.941
HOMO energy, eV: -9.85



Entry 9:
C9H9NO in the gas phase. Source: the Open Molecules 2025 dataset; level of theory: the ωB97M-V functional and the def2-TZVPD basis.

```
20
C9H9NO (the ωB97M-V functional and the def2-TZVPD basis)
C -0.13 2.37 -1.24
C 1.21 2.31 -1.69
C -0.56 1.26 -0.53
C 2.02 1.24 -1.45
C 0.30 0.29 0.02
C 1.67 0.26 -0.47
C -1.06 -1.60 0.39
C -1.96 -2.43 -0.07
C 0.41 -0.96 2.11
N -0.19 -0.73 0.73
O 2.40 -0.70 -0.08
H -0.74 3.22 -1.68
H 1.58 3.11 -2.30
H -1.63 1.26 -0.40
H 3.03 1.26 -1.73
H -2.97 -2.41 -0.06
H -1.53 -3.23 -0.64
H 0.36 -2.01 2.32
H 1.44 -0.53 2.03
H -0.01 -0.40 2.95
```

E_LUMO (spin up / spin down), eV: -0.29 / -0.29
2S+1: 1
Net charge: 0
Kohn-Sham gap (spin up / spin down), eV: 6.615 / 6.614
HOMO energy (spin up / spin down), eV: -6.91 / -6.90



Entry 10:
A molecular structure, C22H35HfNO3P2S. Source: the Open Molecules 2025 dataset; level of theory: the ωB97M-V functional and the def2-TZVPD basis.

```
65
C22H35HfNO3P2S (the ωB97M-V functional and the def2-TZVPD basis)
P -0.92 3.45 -1.95
P -0.80 -4.05 -0.79
C -0.69 1.65 -2.47
C -1.96 -2.73 -1.19
H 0.02 1.60 -3.32
H -1.69 1.20 -2.80
H -2.64 -2.50 -0.36
H -2.63 -3.22 -1.93
C 0.46 -4.27 -2.06
H 1.21 -5.01 -1.70
H 0.99 -3.35 -2.36
H 0.01 -4.70 -2.97
C -1.29 -5.63 -0.24
H -1.32 -6.28 -1.13
H -2.28 -5.56 0.23
H -0.56 -6.03 0.48
C -0.52 4.23 -3.58
H -0.23 5.26 -3.34
H -1.37 4.25 -4.27
H 0.34 3.74 -4.05
C -2.76 3.42 -1.97
H -3.20 2.45 -2.22
H -3.14 4.20 -2.63
H -3.05 3.65 -0.94
Hf -0.99 -0.54 -2.07
C -1.81 -1.61 -3.77
C -0.45 -1.06 -3.97
C -0.01 -0.67 -5.37
C -1.00 0.27 -6.08
C -1.75 1.18 -5.16
C -2.90 0.98 -4.49
C -3.80 -0.20 -4.61
C -3.01 -1.50 -4.74
C 0.02 1.01 -0.39
H -1.77 -2.67 -3.51
H 0.38 -1.61 -3.46
H 0.11 -1.59 -5.97
H 0.98 -0.18 -5.30
H -0.41 0.92 -6.74
H -1.67 -0.30 -6.73
H -1.40 2.22 -5.26
H -3.40 1.87 -4.05
H -4.43 -0.10 -5.51
H -4.49 -0.22 -3.76
H -3.71 -2.32 -4.53
H -2.68 -1.63 -5.77
H 0.52 0.43 0.40
H -0.74 1.64 0.09
H 0.82 1.68 -0.75
O 0.69 -1.48 -1.05
C 0.89 -2.12 0.05
N 0.10 -3.20 0.45
S -0.89 -2.28 1.70
O -1.57 -1.16 1.07
O -1.62 -3.26 2.48
C 0.67 -1.72 2.30
C 0.93 -1.26 3.60
C 2.23 -0.79 3.86
C 3.18 -0.73 2.84
C 2.89 -1.15 1.53
C 1.60 -1.67 1.27
H 0.15 -1.28 4.35
H 2.48 -0.42 4.86
H 4.18 -0.36 3.06
H 3.62 -1.11 0.73
```

E_LUMO (spin up / spin down), eV: -7.71 / -7.71
2S+1: 1
Net charge: +2
Kohn-Sham gap (spin up / spin down), eV: 5.276 / 5.266
HOMO energy (spin up / spin down), eV: -12.99 / -12.98



ΔE to the lowest compared entry with this formula, charge and spin (computed, kcal/mol): 101.6; 159.7; 90.6; 76.5; 0.0; 37.8; 11.6; 13.6; 117.3; 191.5
Strongest force on any atom (computed, eV/A): 5.481; 7.642; 2.367; 3.388; 0.086; 3.767; 0.396; 0.693; 5.785; 4.914